1.
This record from the Open Molecules 2025 dataset describes an isolated molecule of C3H8BNO at a distorted geometry. The level of theory is ωB97M-V/def2-TZVPD.

## Properties
* LUMO level: 0.72 eV
* F_max: 3.30 eV/A
* SMILES string: C/C=N\B(C)O
* energy above the lowest of the compared OMol25 structures with the same formula, charge and spin: 1.137 eV

Geometry (Å):
B  -0.650  0.208  -0.820
C  1.038  -1.320  1.842
C  1.244  -1.034  0.386
C  -0.962  1.696  -0.971
N  0.364  -0.453  -0.236
O  -1.527  -0.643  -1.545
H  0.094  -0.733  2.165
H  1.333  -2.172  2.412
H  1.887  -0.616  1.967
H  2.412  -1.134  0.163
H  -1.888  1.924  -1.549
H  -0.229  1.937  -1.729
H  -0.982  2.353  -0.125
H  -2.135  -0.014  -1.960

2.
This record from the Open Molecules 2025 dataset describes an isolated molecule of C3H8BNO at a distorted geometry. The level of theory is ωB97M-V/def2-TZVPD.

## Properties
* LUMO level: 0.63 eV
* F_max: 3.63 eV/A
* SMILES string: CB1CCNO1
* energy above the lowest of the compared OMol25 structures with the same formula, charge and spin: 2.626 eV

Geometry (Å):
B  -0.614  0.497  -0.206
C  0.251  -0.992  -0.310
C  1.718  -0.414  -0.017
C  -2.222  0.511  -0.040
N  1.733  1.004  0.164
O  0.312  1.422  0.103
H  -0.008  -1.617  0.543
H  0.095  -1.426  -1.285
H  2.280  -0.989  0.806
H  2.247  -0.634  -0.989
H  -2.552  -0.024  -0.917
H  -2.784  1.429  0.230
H  -2.408  -0.158  0.766
H  1.951  1.395  1.153

3.
This record from the Open Molecules 2025 dataset describes a structure of composition C3H8Br2Si at a distorted geometry. The level of theory is ωB97M-V/def2-TZVPD.

## Properties
* LUMO level: -1.25 eV
* F_max: 2.96 eV/A
* energy above the lowest of the compared OMol25 structures with the same formula, charge and spin: 1.407 eV

Geometry (Å):
C  -0.212  -1.155  -0.960
C  0.663  0.762  0.558
C  -0.414  -0.414  0.365
Si  -0.600  -1.489  1.851
Br  2.254  -2.357  1.590
Br  -2.214  -2.946  1.468
H  0.825  -1.470  -1.004
H  -0.722  -2.081  -1.157
H  -0.326  -0.491  -1.806
H  0.375  1.447  1.336
H  0.649  1.232  -0.381
H  1.604  0.310  0.731
H  -1.461  0.080  0.155
H  -0.707  -0.864  3.111

4.
This record from the Open Molecules 2025 dataset describes a cluster of 2 separate species, C3H8BrClSi in total at a distorted geometry. The level of theory is ωB97M-V/def2-TZVPD.

## Properties
* LUMO level: 0.56 eV
* F_max: 5.10 eV/A
* energy above the lowest of the compared OMol25 structures with the same formula, charge and spin: 1.286 eV

Geometry (Å):
C  1.696  -0.093  0.544
C  -1.524  -1.177  -0.015
C  1.013  1.200  0.389
Si  -1.111  0.444  -0.779
Cl  -2.533  1.891  -0.722
Br  -0.365  0.268  -2.854
H  1.072  -0.843  1.116
H  1.801  -0.759  -0.333
H  2.713  0.002  0.838
H  -0.598  -1.628  0.423
H  -2.061  -0.936  0.935
H  -2.128  -1.861  -0.614
H  1.363  1.879  -0.309
H  0.662  1.614  1.380

5.
This record from the Open Molecules 2025 dataset describes a cluster of 2 separate species, C3H8Cl2NP in total at a distorted geometry. The level of theory is ωB97M-V/def2-TZVPD.

## Properties
* LUMO level: 0.04 eV
* F_max: 2.00 eV/A
* SMILES string: CN(C)/P=C\Cl.Cl
* energy above the lowest of the compared OMol25 structures with the same formula, charge and spin: 1.641 eV

Geometry (Å):
C  2.093  0.670  0.553
C  0.407  -0.197  -1.207
C  -1.892  0.449  0.716
N  0.728  0.263  0.184
P  -0.367  0.368  1.420
Cl  -2.464  0.725  -0.875
Cl  -2.112  -2.629  -0.337
H  2.090  0.930  1.634
H  2.720  -0.226  0.455
H  2.509  1.436  -0.154
H  -0.620  -0.658  -1.103
H  0.360  0.712  -1.783
H  1.158  -0.932  -1.562
H  -2.159  -1.486  0.454
H  -2.451  0.576  1.606

6.
This record from the Open Molecules 2025 dataset describes a cluster of 2 separate species, C3H8Cl2O2SSi in total at a distorted geometry. The level of theory is ωB97M-V/def2-TZVPD.

## Properties
* LUMO level: -0.12 eV
* F_max: 3.91 eV/A
* energy above the lowest of the compared OMol25 structures with the same formula, charge and spin: 0.024 eV

Geometry (Å):
C  0.372  -1.286  0.323
C  2.776  -1.024  -0.352
C  1.396  -0.459  0.065
O  -3.504  1.264  1.631
O  -3.382  0.899  -0.747
Si  1.013  1.389  -0.300
S  -2.789  0.482  0.696
Cl  -0.056  1.742  1.327
Cl  -3.299  -1.671  0.739
H  -4.074  1.498  -0.748
H  0.516  -2.357  0.313
H  -0.655  -0.969  0.438
H  3.426  -1.348  0.497
H  3.271  -0.366  -1.116
H  2.681  -1.960  -0.900
H  0.178  1.926  -1.386
H  2.130  2.239  -0.480

no.,E (a.u.),Kohn-Sham gap (eV)
1,-273.96525,9.8976
2,-273.91051,9.7923
3,-5556.64411,8.2352
4,-3442.84181,9.0411
5,-1435.53337,8.4235
6,-1877.61427,9.7723